1.
# C15H23N5O4

One molecule with the formula C15H23N5O4 (ωB97M-V/def2-TZVPD, OMol25).

```
47
Properties=species:S:1:pos:R:3:forces:R:3
C 2.054 -2.346 0.273 0.152 0.304 1.452
C 0.835 -1.344 0.307 1.217 -1.027 -0.483
C 3.380 -1.586 0.384 0.043 0.839 0.756
C 3.799 -0.802 -0.895 -1.129 -0.815 0.518
C 4.500 0.496 -0.549 0.320 0.166 -0.623
C 4.032 2.648 0.465 1.137 0.395 0.247
C -1.578 -1.164 0.627 -0.251 -1.363 -1.121
C -2.672 -2.147 1.105 -1.493 1.164 0.827
C -1.986 -0.445 -0.711 0.129 0.131 1.258
C -3.185 0.427 -0.480 -0.334 -1.455 -0.798
C -4.473 -0.099 -0.632 -0.359 -0.384 -0.165
C -3.078 1.751 -0.217 1.728 2.382 0.124
C -5.591 0.695 -0.454 0.046 -0.026 -0.372
C -4.175 2.560 -0.033 -0.497 1.573 -0.063
C -5.445 2.061 -0.186 -0.200 -1.715 0.515
H 2.185 -2.678 -1.743 0.256 0.040 0.229
H 1.187 -3.684 -1.021 0.038 -0.175 0.207
H 1.963 -2.979 1.228 0.008 0.649 -1.344
H 4.178 -2.282 0.618 -0.005 -0.275 0.202
H 3.293 -0.878 1.267 0.138 -0.725 -1.042
H 2.814 -0.637 -1.416 1.221 0.347 -0.090
H 4.466 -1.438 -1.515 -0.531 0.473 0.234
H 4.797 0.990 -1.469 0.045 0.213 -0.292
H 5.441 0.357 -0.016 -0.003 -0.343 0.141
H 2.653 1.153 0.173 0.584 0.219 0.092
H 5.356 4.037 0.400 -0.118 -0.671 -0.020
H 2.424 2.950 1.726 0.397 -0.072 -0.712
H 3.380 4.260 1.571 0.292 -0.303 -0.561
H -0.405 -2.889 0.888 0.573 0.093 -0.130
H -1.456 -0.421 1.403 0.241 0.079 0.194
H -2.242 -1.171 -1.480 0.387 -0.140 -0.126
H -1.116 0.174 -0.967 -0.283 -0.361 -0.273
H -4.657 -1.138 -0.962 0.398 0.543 0.419
H -2.094 2.306 -0.246 -0.935 -1.083 0.277
H -6.567 0.240 -0.592 -0.032 0.203 0.070
H -4.101 3.644 0.161 0.226 -0.701 -0.077
H -7.359 2.431 -0.085 0.481 -0.188 -0.051
H -2.332 -3.232 -0.474 -0.238 0.148 0.416
N 2.080 -3.221 -0.887 -0.521 -0.045 -0.421
N 3.656 1.361 0.227 -1.279 -0.202 0.141
N 5.218 3.045 0.153 -0.409 0.421 -0.044
N 3.060 3.429 1.078 -1.099 0.315 1.087
N -0.357 -2.000 0.405 -1.344 1.046 0.605
O 0.921 -0.138 0.155 -0.097 -0.296 0.256
O -3.371 -1.937 2.080 1.334 -0.571 -1.493
O -6.500 2.857 0.039 -0.761 1.042 0.037
O -2.932 -3.214 0.297 0.524 0.155 -0.004
```
Forces are in eV/Å.

Properties
LUMO (eV): 0.2
SMILES: [H]/N=C(\N)NCCC[C@H](N)C(=O)N[C@@H](Cc1ccc(O)cc1)C(=O)O
2S+1: 1
HOMO level (Eh): -0.3115
Frontier orbital gap (eV): 8.6

Atom charges from the Mulliken analysis, given in e for atoms 1 to 6:
1 C -0.032
2 C 0.176
3 C -0.897
4 C -0.536
5 C -1.053
6 C 0.482

2.
# C15H23NO3

One molecule with the formula C15H23NO3 (ωB97M-V/def2-TZVPD, OMol25).

```
42
Properties=species:S:1:pos:R:3:forces:R:3
C -3.947 -1.572 2.037 0.346 -1.650 -2.516
C -3.773 -2.436 0.685 -8.775 6.578 1.530
O -3.510 -1.622 -0.527 -1.787 -2.366 1.496
C -4.659 -0.923 -1.015 0.002 -3.150 -0.559
C -4.553 0.413 -0.769 -5.386 6.094 9.498
H -4.627 0.626 0.518 -0.125 -0.807 -2.687
C -3.394 1.089 -1.025 3.594 7.023 -8.484
N -2.139 0.656 -0.733 1.973 -3.518 1.745
C -1.345 1.345 0.111 1.552 -4.338 1.111
O -1.373 2.462 0.421 -2.168 6.617 0.097
C -0.248 0.661 0.835 -0.746 -9.153 -1.106
C 0.920 1.407 1.085 5.009 -1.035 3.841
C 1.783 1.595 -0.184 -1.441 9.362 4.209
H 2.589 2.561 0.223 -1.638 -2.864 -1.612
O 2.242 0.686 -0.976 3.019 -3.255 1.837
C 3.298 -0.001 -0.325 1.378 -4.633 -6.650
C 4.216 0.206 0.679 -7.486 8.372 1.136
C 5.266 -0.446 0.990 2.673 -3.596 -3.487
C 5.736 -1.383 0.071 -1.712 -0.674 3.119
C 4.795 -1.780 -0.823 -1.020 -0.935 -4.924
C 3.658 -1.082 -1.322 6.341 3.743 11.719
H 2.950 -1.229 -1.911 -5.336 -2.110 -5.901
H 5.064 -2.567 -1.499 0.330 -0.924 -0.040
H 6.444 -2.027 0.539 1.174 -0.622 -0.949
H 5.924 0.053 1.506 3.427 1.975 3.883
H 4.041 1.242 1.240 0.214 -2.302 -0.802
H 1.068 2.110 -0.730 -0.976 1.659 -1.827
H 1.735 0.893 1.789 -2.113 -0.050 -0.971
H 0.610 2.157 1.845 0.888 1.110 -1.572
H -0.559 -0.053 1.785 0.151 2.090 -2.283
H 0.114 -0.209 0.064 -0.867 1.313 1.619
H -2.088 -0.396 -0.801 0.685 1.764 0.554
H -3.244 2.326 -0.948 -1.447 -3.242 0.205
H -3.303 0.947 -2.299 -0.721 0.840 2.169
H -5.478 1.053 -1.012 1.389 -1.180 -0.323
H -4.633 -0.782 -2.043 0.533 -1.696 -2.980
H -5.657 -1.268 -0.818 -0.130 -0.986 0.717
H -4.858 -2.985 0.848 2.454 0.974 -1.881
H -3.109 -3.084 0.782 6.105 -5.487 0.475
H -4.116 -2.094 2.919 0.594 -2.194 1.487
H -4.825 -1.050 2.131 -2.662 1.458 -1.129
H -3.275 -0.839 2.249 2.705 1.795 0.235
```
Forces are in eV/Å.

Properties
LUMO (eV): 0.8
SMILES: CCOCCCNC(=O)CCCOc1ccccc1
2S+1: 1
HOMO level (Eh): -0.3134
Frontier orbital gap (eV): 9.3

Atom charges from the Mulliken analysis, given in e for atoms 1 to 6:
1 C -1.530
2 C -0.540
3 O -0.439
4 C -0.860
5 C 0.118
6 H 0.079

3.
# C15H23NO4PReSSe

C15H23NO4PReSSe as an isolated structure (ωB97M-V/def2-TZVPD, OMol25).

```
47
Properties=species:S:1:pos:R:3:forces:R:3
Re 1.918 -0.750 0.457 -0.145 0.148 0.058
O 4.015 -1.669 0.582 -0.138 -0.252 0.099
S 3.340 -2.887 1.066 0.083 0.090 -0.237
O 4.022 -4.106 1.197 -0.029 0.001 -0.045
O 1.995 -2.866 0.388 0.160 0.057 0.005
O 2.916 -2.482 2.609 -0.035 0.050 -0.032
Se 1.462 0.004 4.971 -0.004 0.004 0.033
C 1.865 -0.726 3.529 -0.062 -0.051 -0.116
N 2.154 -1.278 2.446 0.084 0.166 0.207
C -0.260 2.164 1.958 -0.004 0.016 0.021
C 0.061 1.875 0.491 -0.029 -0.033 0.012
C 1.588 1.923 0.292 0.009 0.042 -0.137
C -0.626 2.896 -0.410 0.022 0.006 -0.007
P -0.220 0.090 0.072 -0.038 -0.069 0.061
C -0.110 0.006 -1.734 -0.055 0.012 -0.061
C -1.094 0.233 -2.693 0.003 0.003 0.005
C -0.812 0.060 -4.040 0.019 -0.008 -0.019
C 0.451 -0.345 -4.450 -0.031 0.008 0.004
C 1.448 -0.573 -3.514 0.032 -0.002 0.024
C 1.155 -0.392 -2.172 -0.013 0.010 0.001
C -1.804 -0.657 0.655 0.018 -0.051 0.004
C -1.644 -0.988 2.146 -0.008 0.003 0.011
C -3.022 0.244 0.447 -0.011 0.015 0.000
C -1.969 -1.976 -0.115 -0.003 -0.009 -0.002
H 0.128 3.151 2.219 -0.006 0.001 -0.002
H 0.199 1.436 2.628 0.019 -0.005 -0.011
H -1.333 2.173 2.145 -0.003 -0.003 -0.012
H 2.010 2.840 0.714 0.023 -0.021 0.003
H 1.880 1.893 -0.758 -0.003 -0.025 0.008
H 2.179 1.165 0.909 0.048 -0.054 0.098
H -0.306 3.904 -0.131 -0.004 0.002 -0.008
H -1.710 2.854 -0.304 -0.001 -0.006 0.012
H -0.377 2.744 -1.461 0.003 0.000 0.002
H -2.086 0.544 -2.396 0.005 0.002 0.011
H -1.585 0.240 -4.774 0.003 -0.002 -0.003
H 0.661 -0.483 -5.502 0.000 0.000 -0.001
H 2.437 -0.885 -3.822 -0.001 0.001 -0.001
H 2.054 -0.551 -1.528 0.069 -0.065 0.030
H -1.523 -0.099 2.765 0.000 0.001 -0.011
H -0.796 -1.655 2.315 -0.001 0.000 -0.009
H -2.544 -1.504 2.485 0.001 0.000 0.001
H -2.955 1.170 1.018 0.010 0.001 0.004
H -3.912 -0.289 0.790 -0.002 0.005 -0.001
H -3.183 0.499 -0.600 0.008 -0.009 -0.003
H -1.076 -2.602 -0.040 0.005 0.008 0.007
H -2.187 -1.814 -1.169 0.000 0.008 0.001
H -2.801 -2.531 0.322 -0.002 0.003 -0.004
```
Forces are in eV/Å.

Properties
LUMO (alpha / beta) (eV): -5.1 / -5.1
2S+1: 2
Charge: +1
HOMO level (alpha / beta) (Eh): -0.4335 / -0.4224
Frontier orbital gap (alpha / beta) (eV): 6.7 / 6.4

Atom charges from the Mulliken analysis, given in e for atoms 1 to 6:
1 Re 0.966
2 O -0.646
3 S 1.130
4 O -0.530
5 O -0.722
6 O -0.269

4.
# C15H24BrFIN2P2

A 3-piece molecular cluster, C15H24BrFIN2P2 overall (ωB97M-V/def2-TZVPD, OMol25).

```
46
Properties=species:S:1:pos:R:3:forces:R:3
C -0.046 -2.203 0.487 0.033 -0.246 -0.050
P 0.237 -0.401 0.432 -0.462 0.927 0.328
F 0.623 -0.220 2.026 0.113 -0.101 -0.030
Br 2.802 -1.041 0.155 0.403 -0.104 0.000
I -0.121 -0.631 -2.318 -0.170 0.020 -0.273
C -1.507 0.156 0.888 0.152 -0.007 -0.020
C -2.670 0.298 -0.088 0.171 -0.338 0.000
N -2.596 1.506 -0.899 -0.085 0.221 -0.044
P 1.074 1.663 -0.121 -0.379 -0.350 0.258
N 2.111 2.081 -1.187 -0.026 -0.051 -0.139
H -1.085 -2.381 0.208 0.003 0.005 -0.012
H 0.616 -2.731 -0.187 0.021 0.024 0.006
H 0.134 -2.507 1.519 0.015 -0.015 -0.010
H -1.757 -0.600 1.640 -0.095 0.066 0.021
H -1.382 1.096 1.432 0.019 0.035 -0.008
H -3.592 0.341 0.497 -0.006 -0.005 0.066
H -2.717 -0.616 -0.692 -0.119 0.075 -0.073
H -2.202 1.309 -1.812 0.079 0.000 0.060
H -3.509 1.924 -1.029 0.048 -0.086 -0.079
H -0.195 2.272 -0.265 0.075 -0.010 -0.060
H 1.375 2.039 1.210 0.094 -0.024 -0.047
H 2.542 1.352 -1.739 0.078 0.028 0.075
C 5.377 -5.564 4.095 0.002 0.015 -0.008
C 6.284 -4.565 3.768 -0.015 -0.012 0.005
C 5.859 -3.442 3.070 -0.003 0.029 -0.009
C 4.529 -3.311 2.694 -0.067 -0.048 0.048
C 3.624 -4.314 3.021 0.018 0.027 -0.014
C 4.045 -5.438 3.719 0.004 -0.001 0.000
H 5.707 -6.441 4.639 -0.002 0.003 -0.002
H 7.323 -4.662 4.058 -0.004 0.000 -0.003
H 6.567 -2.663 2.813 0.000 -0.008 0.005
H 4.178 -2.445 2.146 0.062 0.004 -0.030
H 2.590 -4.208 2.720 0.005 -0.014 0.005
H 3.336 -6.218 3.970 0.004 0.004 0.000
C -2.835 3.493 -3.773 0.047 -0.035 0.023
C -4.057 3.226 -4.377 -0.003 0.016 0.007
C -5.184 3.952 -4.016 0.008 -0.006 0.008
C -5.090 4.943 -3.048 0.019 -0.001 0.001
C -3.868 5.207 -2.441 0.001 -0.005 -0.008
C -2.741 4.483 -2.803 -0.026 -0.031 -0.004
H -1.957 2.919 -4.041 -0.011 -0.005 0.001
H -4.129 2.445 -5.123 -0.002 0.007 0.002
H -6.138 3.741 -4.484 0.005 0.003 0.001
H -5.970 5.507 -2.762 0.005 -0.003 -0.002
H -3.796 5.974 -1.680 -0.004 -0.005 -0.004
H -1.790 4.669 -2.321 -0.002 0.003 0.009
```
Forces are in eV/Å.

Properties
LUMO (eV): 2.6
2S+1: 1
Charge: -1
HOMO level (Eh): -0.1856
Frontier orbital gap (eV): 7.7

Atom charges from the Mulliken analysis, given in e for atoms 1 to 6:
1 C -1.322
2 P 0.460
3 F -0.371
4 Br -0.584
5 I -0.345
6 C -0.988